(1)
C18H25N4O6P2Ru as an isolated structure in a non-equilibrium geometry, computed with ωB97M-V/def2-TZVPD.

```
56
Properties=species:S:1:pos:R:3:nbo_charge:R:1
Ru 0.83406 0.61704 0.81301 0.73
N 2.34944 1.58734 -0.45302 -0.83
C 3.52762 1.86693 0.38933 -0.36
C 3.52518 1.26309 1.82718 0.75
O 4.51325 1.36072 2.55431 -0.62
O 2.50670 0.53241 2.20275 -0.75
H 2.68269 0.95541 -1.21226 0.42
H 2.06732 2.47875 -0.94314 0.39
H 3.60324 2.91827 0.70136 0.23
H 4.44616 1.58912 -0.21646 0.23
O 1.82620 -0.75198 -5.20016 -0.51
C 0.95717 -1.09943 -4.47766 1.03
O -0.02072 -1.35677 -3.91137 -0.52
C -1.54288 -5.76607 -5.69639 1.02
O -0.73554 -6.49542 -5.23109 -0.51
O -2.44286 -5.08594 -6.05042 -0.51
C 0.19870 3.87208 0.61211 -0.95
P -0.44856 2.26964 0.02620 1.06
C -0.70047 2.01158 -1.83523 -0.93
C -2.14894 2.04277 0.65886 -0.35
C -3.23452 2.63746 0.11268 -0.21
C -4.54976 2.20483 0.41097 -0.33
C -4.76201 1.41918 1.48448 -0.17
C -3.62680 0.88843 2.15909 -0.29
C -2.33855 1.03174 1.61765 -0.55
P -0.88572 0.09762 2.00667 1.12
C -0.51272 0.51741 3.76570 -0.98
C -1.18624 -1.83555 2.01130 -0.87
H 1.28527 3.97727 0.34338 0.23
H 0.34604 3.82169 1.71253 0.28
H -0.38811 4.73339 0.27671 0.26
H -1.08317 2.86595 -2.42575 0.25
H -1.48773 1.19887 -1.95780 0.28
H 0.24096 1.62905 -2.26747 0.22
H -3.04343 3.38245 -0.64405 0.19
H -5.31719 2.55118 -0.26158 0.21
H -5.80843 1.29633 1.79577 0.21
H -3.72278 0.40496 3.11212 0.20
H 0.56242 0.60911 3.82763 0.26
H -0.73585 -0.35605 4.43008 0.24
H -0.98777 1.42768 4.06610 0.24
H -0.27235 -2.44761 2.17061 0.25
H -1.50215 -2.10677 1.03446 0.24
H -1.90298 -1.95198 2.82179 0.23
N 0.17156 -3.76518 -1.67664 -0.85
C 1.15017 -3.09954 -0.95859 0.36
C 0.99259 -1.71978 -0.79851 -0.22
N 1.73335 -1.15698 0.18489 -0.61
C 2.77471 -1.84592 0.79448 -0.10
C 3.11049 -3.10187 0.24543 -0.02
N 2.23354 -3.74728 -0.48110 -0.53
H 0.06947 -3.44477 -2.61264 0.38
H 0.07148 -4.77612 -1.53337 0.39
H 0.27592 -1.11856 -1.35648 0.20
H 3.25042 -1.39927 1.68762 0.25
H 4.08212 -3.63091 0.34395 0.20
```

Summary:
Gap between HOMO and LUMO (spin up / spin down) = 3.96 / 5.68 eV
Relative energy (zero: lowest compared OMol25 entry of this formula, charge and spin) = 159.5 kJ/mol
⟨S²⟩ = 8.79
Spin multiplicity = 6
Molecular weight = 556.4 u
HOMO energy (spin up / spin down) = -4.31 / -7.99 eV



(2)
C33H40AsBCdF6INO4P2S2 as an isolated structure, computed with ωB97M-V/def2-TZVPD.

```
92
Properties=species:S:1:pos:R:3:mulliken_charge:R:1
Cd 1.38761 -0.94258 -0.40003 1.76
C 1.45427 -0.30874 5.69346 -0.61
C 0.19588 -0.42383 5.11984 -0.96
C -0.02221 0.00119 3.81779 -0.25
C 1.01112 0.56395 3.06635 0.45
C 2.27398 0.66669 3.65127 -0.81
C 2.49324 0.23373 4.95139 -0.74
P 0.81301 0.98552 1.28981 1.04
C 2.00305 2.37428 1.12706 -0.05
C 2.97912 2.37196 0.14355 0.90
C 3.90148 3.40979 0.05200 -0.74
C 3.83104 4.46938 0.93895 -0.55
C 2.84188 4.49298 1.92012 -0.81
C 1.93734 3.45118 2.01505 -0.16
C -0.78444 1.88128 1.13224 0.49
C -1.39544 2.40307 2.27545 -0.60
C -2.55276 3.15783 2.18564 -0.89
C -3.10261 3.40884 0.93745 -0.95
C -2.48483 2.90169 -0.19331 -0.27
C -1.32575 2.12314 -0.14278 0.06
H 1.62527 -0.64602 6.70917 0.37
H -0.62394 -0.85516 5.68210 0.42
H -1.00400 -0.11048 3.38174 0.43
H 3.09739 1.08552 3.08448 0.41
H 3.48505 0.31827 5.37937 0.40
H 3.04096 1.55914 -0.56660 -0.25
H 4.67092 3.35340 -0.70775 0.43
H 4.54527 5.28182 0.87303 0.37
H 2.78005 5.32604 2.61094 0.38
H 1.17036 3.47314 2.78086 0.33
H -0.96688 2.23297 3.25319 0.40
H -3.01313 3.54920 3.08588 0.37
H -4.00626 4.00190 0.84619 0.40
H -2.90468 3.11993 -1.16802 0.18
C -4.54342 -2.82702 -2.92930 -1.26
C -3.33505 -3.31818 -2.16614 -0.28
O -3.20983 -2.51187 -0.99468 -0.21
P -1.92696 -2.70490 -0.02818 0.66
S -2.10357 -1.40860 1.41635 -0.42
S -0.25944 -2.87249 -1.10124 -0.77
O -2.16724 -4.22733 0.51361 -0.41
C -3.28963 -4.48896 1.35598 -0.37
C -2.81784 -4.79196 2.76330 -1.07
H -4.66217 -3.39876 -3.85267 0.37
H -4.41374 -1.77613 -3.18496 0.16
H -5.45095 -2.93058 -2.33191 0.39
H -2.42450 -3.23061 -2.76124 0.33
H -3.44429 -4.36881 -1.87343 0.33
H -3.81520 -5.34607 0.92488 0.38
H -3.97026 -3.63458 1.35893 0.37
H -2.10734 -5.62018 2.75474 0.27
H -3.66339 -5.05941 3.40276 0.42
H -2.32872 -3.91017 3.17715 0.16
C -2.41017 -0.17895 -4.23941 -1.80
C -1.27125 0.56537 -3.55662 1.93
C 0.05478 -0.07812 -3.97042 -1.93
O -1.44905 0.47296 -2.14443 -0.98
B -0.74425 1.60025 -1.57376 0.42
O -0.74187 2.63795 -2.59677 -0.67
C -1.29112 2.11098 -3.79182 1.90
C -2.71643 2.65353 -3.93250 -2.21
C -0.45353 2.57411 -4.97459 -1.99
H -2.28780 -1.24971 -4.07291 0.49
H -2.39744 -0.00177 -5.31905 0.23
H -3.37711 0.12363 -3.83860 0.27
H 0.09210 -1.09446 -3.57487 0.30
H 0.92020 0.45297 -3.57868 0.33
H 0.14320 -0.12647 -5.05968 0.37
H -3.35471 2.26303 -3.13852 0.29
H -3.16080 2.39189 -4.89699 0.34
H -2.67896 3.74172 -3.84728 0.50
H 0.59464 2.31836 -4.83292 0.41
H -0.53111 3.66027 -5.06609 0.47
H -0.80581 2.12365 -5.90795 0.30
F 0.68044 1.19675 -1.30459 1.02
As 4.74473 0.83625 -2.88740 1.21
F 5.74753 2.26987 -3.10459 -0.50
F 5.58901 0.84119 -1.03790 -0.67
F 5.98681 -0.32765 -3.28274 -0.45
F 2.62205 -1.43534 -1.96068 -0.88
F 4.34494 0.91280 -4.66912 -0.55
I 4.60878 -0.83137 0.67862 0.28
C 3.48019 -2.09853 1.91171 0.08
C 4.00205 -2.72102 3.04213 -0.69
C 3.15760 -3.48122 3.83085 -0.22
C 1.82399 -3.61152 3.47115 -0.84
C 1.39079 -2.97948 2.31973 -0.14
N 2.20149 -2.23940 1.56181 0.03
H 5.04484 -2.58764 3.29458 0.40
H 3.53536 -3.96033 4.72695 0.38
H 1.12697 -4.18443 4.06746 0.43
H 0.36110 -3.04457 1.98605 0.12
```

Summary:
Gap between HOMO and LUMO = 7.51 eV
Relative energy (zero: lowest compared OMol25 entry of this formula, charge and spin) = 0.0 kJ/mol
Net charge = -2
Spin multiplicity = 1
Molecular weight = 1079.8 u
HOMO energy = -3.63 eV



(3)
C10H30ClO9Zr as an isolated structure in a non-equilibrium geometry, computed with ωB97M-V/def2-TZVPD.

```
51
Properties=species:S:1:pos:R:3:nbo_charge:R:1
Zr 26.53406 -2.46455 18.95516 2.43
Cl 27.03516 -6.10168 17.18595 2.52
O 26.64363 -4.91088 17.91559 -0.98
O 26.87833 -7.20672 18.07086 -0.74
O 26.32399 -6.19595 15.88948 -0.77
O 28.44368 -5.81824 16.94512 -0.86
C 30.44298 -8.06128 19.08035 -0.63
C 30.78620 -8.61172 17.74099 -0.07
O 32.14772 -9.25490 17.90246 -0.53
H 29.45278 -7.60838 19.03056 0.22
H 31.19916 -7.39075 19.48861 0.22
H 30.21602 -8.95137 19.66714 0.25
H 30.84566 -7.74652 17.08068 0.21
H 30.08539 -9.35672 17.36424 0.21
H 32.77350 -8.59845 18.21721 0.48
C 28.05533 -2.87739 14.52613 -0.66
C 28.20291 -2.25293 15.87569 -0.10
O 27.07116 -2.39737 16.71603 -0.80
H 28.99720 -2.63543 14.03375 0.28
H 27.17931 -2.54021 13.97205 0.23
H 28.02632 -3.96664 14.55465 0.25
H 28.21365 -1.17393 15.72158 0.20
H 29.17061 -2.57331 16.26169 0.22
H 26.44604 -2.38857 15.98751 0.54
C 31.12156 -3.56536 18.30946 -0.68
C 30.15779 -2.82230 19.18755 -0.08
O 28.75526 -3.22478 18.90974 -0.84
H 31.08796 -3.10995 17.31973 0.23
H 30.98535 -4.63315 18.13809 0.24
H 32.17709 -3.49044 18.57089 0.29
H 30.23962 -1.76484 18.93622 0.21
H 30.37786 -2.83276 20.25505 0.23
H 28.84226 -4.18042 18.88187 0.55
C 27.14595 -10.95333 15.59562 -0.58
C 27.48007 -9.72113 14.68818 -0.06
O 26.34083 -9.58194 13.83563 -0.47
H 26.81642 -11.81234 15.01114 0.26
H 26.30037 -10.67727 16.22562 0.22
H 27.96719 -11.14292 16.28678 0.24
H 28.39819 -9.84375 14.11363 0.24
H 27.49233 -8.80576 15.27984 0.18
H 25.78336 -8.86267 14.14137 0.50
C 23.07059 -4.56748 17.76178 -0.65
C 23.93911 -3.39684 17.36081 -0.13
O 24.47720 -2.95409 18.61800 -0.83
H 22.28190 -4.64425 17.01333 0.28
H 22.44993 -4.36025 18.63351 0.23
H 23.67084 -5.47591 17.81254 0.25
H 23.37586 -2.60902 16.86063 0.23
H 24.60873 -3.79675 16.59938 0.25
H 23.73162 -2.78509 19.19865 0.56
```

Summary:
Gap between HOMO and LUMO = 1.72 eV
Net charge = +3
Spin multiplicity = 1
Molecular weight = 421.0 u
HOMO energy = -17.03 eV



Number 1: DFT total energy -58471.849 eV. Number 2: DFT total energy -175297.536 eV. Number 3: DFT total energy -43041.075 eV.